No. 1
Computed, not measured: the ion C4H6N5 with charge +1, with ωB97M-V with the def2-TZVPD basis set.

CARTESIAN COORDINATES (ANGSTROEM)
N1 -0.57136 2.01009 2.62920
N2 0.59592 1.42923 2.33368
N3 1.48848 0.03584 0.74589
N4 -0.91761 0.83348 0.76748
N5 0.74535 -0.90892 -1.21995
C1 -1.53956 0.18025 -0.15817
C2 1.67246 -0.72471 -0.38027
C3 -1.44279 1.70471 1.71778
C4 0.42597 0.80005 1.18900
H1 1.04479 -1.60304 -1.91757
H2 2.31492 -0.03404 1.32285
H3 -2.56123 0.25911 -0.01994
H4 2.58051 -1.23090 -0.54597
H5 -0.77699 -0.57662 -0.76029
H6 -2.37151 2.16846 1.79141

Charge: +1
Energy relative to the best compared isomer or geometry (same formula, charge and spin) in kcal/mol: 70.27
Calculated total energy in eV: -11685.203
SMILES: [H]/N=C/NC1=NN=C[N+]1=C
Gap between HOMO and LUMO in eV: 7.21

Here are the natural (NBO) charges for atoms 1 to 2, given in e: -0.132 -0.231

No. 2
Computed, not measured: the ion C7H14NO2 with charge +1, with ωB97M-V with the def2-TZVPD basis set.

CARTESIAN COORDINATES (ANGSTROEM)
O1 -0.14587 0.80067 -1.68429
O2 1.72993 0.25658 -0.38924
N1 -1.56978 2.16263 -0.31480
C1 1.38647 0.71838 1.83638
C2 1.18080 -2.63196 0.52070
C3 -0.99924 0.71929 -0.56895
C4 -2.18781 -0.14721 -0.89890
C5 0.67914 -1.51167 1.02479
C6 1.00518 -0.02495 -1.59338
C7 1.19288 -0.23636 0.69358
H1 0.28908 -1.70409 2.08562
H2 2.21074 0.50019 2.40132
H3 -2.53274 1.84812 -0.06876
H4 -1.31600 2.60270 -1.20219
H5 1.83096 -2.78358 -0.26969
H6 1.72146 0.26929 -2.42699
H7 -2.37433 -0.15070 -1.97948
H8 -1.88319 -1.20197 -0.51306
H9 0.79171 -1.01968 -1.65109
H10 -3.01368 0.13781 -0.27438
H11 -0.96480 2.63840 0.37711
H12 0.58255 0.70762 2.67022
H13 1.43052 1.74626 1.45723
H14 0.95604 -3.69576 0.76825

Charge: +1
Energy relative to the best compared isomer or geometry (same formula, charge and spin) in kcal/mol: 127.66
Calculated total energy in eV: -13059.317
Gap between HOMO and LUMO (alpha / beta) in eV: 7.03 / 7.01

Here are the natural (NBO) charges for atoms 1 to 2, given in e: -0.552 -0.460

No. 3
Computed, not measured: a cluster of 2 separate species, C13H13BBr2ClF4O5P in total, with ωB97M-V with the def2-TZVPD basis set.

CARTESIAN COORDINATES (ANGSTROEM)
Br1 5.24167 0.05372 -0.27252
Br2 6.84822 0.78884 -3.74924
Cl1 0.42267 -3.65520 -0.36661
P1 -0.51706 -1.98898 0.65035
F1 -3.26685 -2.22077 -0.13439
F2 4.06722 1.48679 -4.26444
F3 4.44445 -0.66502 -3.13512
F4 5.89865 2.42513 -1.64848
O1 1.40788 -1.98854 3.46872
O2 0.36994 0.63803 1.63508
O3 -1.27654 -2.56226 2.14284
O4 1.48042 -0.50256 -0.27139
O5 3.18329 -0.80305 2.26072
C1 1.05007 1.69690 0.83564
C2 3.40671 2.21517 -1.39198
C3 4.78926 1.40298 -1.73116
C4 -4.26842 -1.54367 0.44270
C5 -6.35229 -0.35605 0.25860
C6 -5.30658 -1.05571 -0.34307
C7 -5.29320 -0.63031 2.41873
C8 4.87544 0.77379 -3.24319
C9 -4.25318 -1.33970 1.81813
C10 2.02302 1.45414 -1.82807
C11 -6.34349 -0.14176 1.63771
C12 1.11450 0.88734 -0.58759
C13 1.89894 -1.17326 2.31097
B1 0.86147 -0.67723 1.09035
H1 -7.17288 0.02159 -0.34665
H2 2.16684 1.62875 1.23303
H3 -5.28666 -0.45874 3.49226
H4 2.17874 0.54331 -2.57308
H5 -3.43333 -1.73377 2.40974
H6 3.44851 3.22166 -2.03187
H7 -7.15672 0.40762 2.10718
H8 0.00853 1.05377 -1.00396
H9 -1.42192 -3.55206 1.94892
H10 3.46453 2.54826 -0.27159
H11 1.35081 2.23220 -2.43341
H12 -5.29297 -1.22361 -1.41486
H13 0.64034 2.79224 0.88101

Charge: -2
Calculated total energy in eV: -197368.692
Gap between HOMO and LUMO in eV: 3.46

Here are the natural (NBO) charges for atoms 1 to 2, given in e: 0.152 0.015

no.,strongest force on any atom (Eh/bohr)
1,0.0780
2,0.0812
3,0.1327